{"formula": "C20H29N3O3S", "method": "wB97M-V/def2-TZVPD", "e_homo_ev": -8.42, "lumo_energy_ev": 0.0, "de_lowest_kcal_mol": 82.74, "mol_weight_g_mol": 391.537, "elements": ["S", "O", "O", "O", "N", "N", "N", "C", "C", "C", "C", "C", "C", "C", "C", "C", "C", "C", "C", "C", "C", "C", "C", "C", "C", "C", "C", "H", "H", "H", "H", "H", "H", "H", "H", "H", "H", "H", "H", "H", "H", "H", "H", "H", "H", "H", "H", "H", "H", "H", "H", "H", "H", "H", "H", "H"], "positions_angstrom": [[-0.106, -1.581, -1.237], [1.158, 1.795, 2.058], [3.328, -0.140, -2.099], [-2.925, -0.342, 1.889], [4.334, -0.729, -2.842], [-0.554, 1.809, 0.603], [-3.189, 0.159, -0.338], [6.627, -1.461, -2.522], [5.048, -0.361, -0.749], [-2.285, -2.052, 0.390], [3.763, 0.079, -0.843], [0.744, 1.596, 0.919], [5.352, -0.854, -2.030], [-0.110, -1.503, 1.591], [1.274, -2.711, -1.515], [1.626, 1.082, -0.145], [-2.797, 2.389, 0.873], [-3.489, 3.729, 0.825], [1.394, -1.720, 1.711], [-4.568, 0.018, -0.798], [-4.079, 2.605, 1.622], [-2.702, 1.538, -0.390], [-1.200, 1.623, -0.700], [-1.491, 2.245, 1.634], [-0.754, -2.153, 0.366], [2.862, 0.668, 0.118], [-2.846, -0.677, 0.726], [-1.588, 1.457, 2.385], [7.050, -0.875, -3.336], [1.758, -1.317, 2.656], [-2.670, -2.732, 1.154], [7.371, -1.516, -1.730], [-0.605, -1.888, 2.487], [1.653, -2.781, 1.675], [1.242, 1.012, -1.154], [3.253, 0.739, 1.127], [-0.869, 0.739, -1.237], [6.461, -2.471, -2.896], [-2.691, -2.395, -0.564], [-3.037, 4.562, 1.351], [-1.187, 3.168, 2.125], [5.685, -0.336, 0.119], [-1.019, 2.507, -1.318], [-4.879, -1.028, -0.790], [-4.979, 2.122, 1.272], [-3.976, 4.035, -0.093], [-4.663, 0.377, -1.823], [-4.024, 2.628, 2.703], [-3.220, 2.044, -1.202], [1.719, -2.473, -2.480], [0.927, -3.744, -1.536], [-0.312, -0.429, 1.591], [-5.268, 0.575, -0.168], [-0.523, -3.222, 0.402], [2.042, -2.605, -0.752], [1.930, -1.204, 0.913]], "atomic_forces_ev_per_a": [[0.08, -0.14, -0.24], [-0.03, -0.06, -0.09], [-0.16, 0.11, 0.10], [0.05, 0.06, -0.28], [0.04, 0.03, 0.18], [0.06, -0.08, -0.19], [-0.14, 0.51, -1.18], [0.16, -0.06, -0.01], [-0.15, 0.21, 0.59], [-0.94, -0.23, -0.21], [0.20, -0.21, -0.55], [-0.04, 0.26, 0.59], [0.07, -0.22, -0.57], [0.11, 0.21, 0.06], [0.07, -0.15, 0.16], [0.26, 0.05, -0.75], [-0.40, 0.21, 0.29], [0.09, 0.21, -0.12], [0.02, -0.12, -0.06], [-0.01, -0.23, -0.07], [0.10, -0.18, 0.00], [0.35, 0.38, 0.44], [-0.11, 0.35, 0.02], [-0.37, -0.31, -0.06], [0.17, -0.18, 0.30], [0.08, 0.42, 0.25], [0.53, -0.43, 1.13], [0.14, 0.15, 0.10], [-0.05, 0.03, -0.01], [-0.02, 0.03, 0.02], [0.17, 0.06, 0.12], [-0.06, 0.04, 0.05], [-0.07, -0.06, -0.05], [-0.03, -0.04, 0.02], [0.05, -0.01, 0.03], [-0.13, 0.05, 0.04], [0.10, 0.08, 0.14], [-0.06, 0.01, 0.00], [0.10, 0.07, -0.07], [0.06, -0.09, 0.09], [0.17, 0.02, -0.06], [-0.02, 0.01, -0.01], [-0.01, -0.03, -0.09], [0.11, -0.04, 0.05], [0.02, 0.05, -0.14], [-0.05, -0.15, -0.02], [0.07, 0.02, 0.00], [0.13, 0.10, 0.00], [-0.27, -0.25, -0.04], [-0.10, 0.10, -0.02], [-0.04, 0.02, 0.00], [-0.03, -0.23, 0.01], [-0.04, -0.05, 0.01], [-0.03, -0.01, -0.10], [-0.01, 0.02, -0.03], [-0.19, -0.33, 0.20]]}

=====

{"formula": "C20H29N3O5S", "method": "wB97M-V/def2-TZVPD", "e_homo_ev": -8.59, "lumo_energy_ev": 0.6, "de_lowest_kcal_mol": 16.67, "mol_weight_g_mol": 423.535, "elements": ["S", "O", "O", "O", "O", "O", "N", "N", "N", "C", "C", "C", "C", "C", "C", "C", "C", "C", "C", "C", "C", "C", "C", "C", "C", "C", "C", "C", "C", "H", "H", "H", "H", "H", "H", "H", "H", "H", "H", "H", "H", "H", "H", "H", "H", "H", "H", "H", "H", "H", "H", "H", "H", "H", "H", "H", "H", "H"], "positions_angstrom": [[2.050, -0.505, 1.541], [1.283, 6.428, 5.665], [0.621, 4.360, 6.284], [-2.460, -2.220, -0.572], [2.994, -0.388, 0.460], [2.253, -1.540, 2.513], [1.669, 4.761, 4.273], [0.484, -0.587, 0.951], [-1.885, -2.778, -2.661], [1.970, 1.069, 2.385], [1.138, 5.094, 5.486], [1.269, 2.351, 4.283], [-0.027, -2.971, 0.588], [1.382, 1.136, 3.634], [0.712, -1.516, -1.314], [-0.971, -2.026, -4.810], [-0.026, -2.406, -5.944], [-0.994, -3.128, -3.741], [-1.588, -2.550, -1.358], [2.345, 3.427, 2.410], [-3.321, -1.473, -4.149], [-3.252, -2.591, -3.111], [2.452, 2.208, 1.770], [0.779, 6.933, 6.893], [-0.322, -1.705, 1.391], [-0.134, -2.739, -0.926], [0.334, -0.307, -0.458], [-2.394, -1.791, -5.319], [1.750, 3.508, 3.671], [0.015, -3.308, -3.378], [2.920, 2.120, 0.802], [0.991, -3.294, 0.820], [-0.008, -1.626, -6.701], [-0.095, -1.874, 2.443], [-0.349, -3.332, -6.415], [2.057, 5.536, 3.752], [0.816, 2.415, 5.258], [0.583, -1.267, -2.368], [1.320, 6.497, 7.735], [0.987, -2.545, -5.572], [-3.015, -0.534, -3.682], [-3.610, -3.529, -3.550], [-0.723, -3.755, 0.890], [1.029, 0.227, 4.093], [2.723, 4.323, 1.938], [-0.282, 6.697, 6.995], [-1.361, -4.057, -4.201], [-0.614, -1.100, -4.344], [-4.349, -1.362, -4.496], [0.263, -3.630, -1.423], [0.982, 0.538, -0.696], [-2.402, -0.971, -6.039], [-2.747, -2.690, -5.830], [-0.709, -0.023, -0.631], [1.766, -1.735, -1.134], [-1.373, -1.428, 1.278], [-3.858, -2.351, -2.237], [0.930, 8.009, 6.859]], "atomic_forces_ev_per_a": [[-0.19, 0.63, 0.17], [0.15, -0.12, -0.35], [-0.13, -0.21, 0.21], [-0.14, 0.16, 0.38], [-0.25, 0.23, -0.03], [-0.34, 0.06, 0.10], [0.20, 0.48, -0.23], [0.92, -0.05, 0.41], [-0.30, -0.09, -0.28], [0.20, -0.50, -0.29], [0.08, 0.36, -0.06], [-0.05, -0.04, 0.07], [-0.26, 0.13, -0.06], [0.06, 0.03, -0.01], [-0.10, 0.03, 0.02], [-0.03, -0.32, -0.25], [-0.13, 0.13, 0.27], [0.35, 0.26, -0.14], [0.38, -0.31, -0.01], [-0.10, -0.01, 0.15], [-0.02, -0.30, -0.12], [-0.36, 0.34, 0.17], [0.08, -0.03, -0.06], [-0.17, -0.07, 0.31], [-0.22, -0.57, 0.46], [0.00, -0.10, 0.11], [0.25, 0.22, -0.60], [0.11, 0.31, 0.29], [-0.04, -0.35, -0.06], [-0.03, -0.04, 0.02], [0.08, 0.08, -0.11], [-0.01, -0.08, -0.01], [0.03, 0.05, -0.12], [-0.20, -0.08, -0.02], [-0.02, -0.13, -0.09], [-0.09, -0.12, 0.14], [-0.01, -0.03, 0.02], [0.04, 0.00, -0.07], [-0.05, 0.06, -0.05], [0.16, -0.04, -0.02], [-0.04, 0.05, 0.04], [0.00, 0.00, 0.01], [0.05, -0.04, 0.03], [-0.09, -0.08, 0.16], [0.05, 0.08, -0.06], [0.08, 0.06, 0.01], [0.09, 0.00, -0.01], [-0.02, -0.03, 0.06], [-0.05, 0.05, 0.03], [-0.03, 0.12, 0.00], [-0.18, 0.03, -0.19], [0.01, -0.03, -0.09], [-0.01, -0.07, -0.09], [0.07, 0.06, 0.05], [-0.04, -0.01, -0.12], [0.18, 0.02, 0.07], [0.05, -0.12, -0.16], [0.00, -0.05, 0.00]]}

=====

{"formula": "C20H29N8OS2Sc", "method": "wB97M-V/def2-TZVPD", "e_homo_ev": -13.46, "total_charge": 2, "lumo_energy_ev": -6.5, "de_lowest_kcal_mol": 36.03, "mol_weight_g_mol": 506.597, "elements": ["Sc", "S", "S", "O", "N", "N", "N", "N", "N", "N", "N", "N", "C", "C", "C", "C", "C", "C", "C", "C", "C", "C", "C", "C", "C", "C", "C", "C", "C", "C", "C", "C", "H", "H", "H", "H", "H", "H", "H", "H", "H", "H", "H", "H", "H", "H", "H", "H", "H", "H", "H", "H", "H", "H", "H", "H", "H", "H", "H", "H", "H"], "positions_angstrom": [[0.261, -0.043, -0.544], [1.330, 1.625, -2.543], [1.564, -2.540, -2.375], [1.706, 1.541, 0.385], [1.999, -1.109, -0.028], [-0.799, 0.976, 1.900], [3.967, -1.507, -2.887], [-0.793, -0.566, -2.620], [-2.286, 3.111, 6.606], [-1.447, 1.528, -1.043], [3.062, -0.929, -0.868], [-0.371, -1.688, 1.008], [-2.231, -0.442, -2.309], [0.695, -2.809, 2.842], [-1.559, 2.055, 4.368], [-2.522, 1.009, -1.928], [-1.547, -1.921, 1.596], [-0.469, 0.039, -3.935], [3.097, -3.036, 1.000], [0.013, 2.897, -2.607], [0.735, -2.181, 1.607], [2.967, -1.594, -1.996], [-2.077, 1.270, 2.180], [-1.678, -2.579, 2.805], [-2.507, 1.806, 3.376], [-0.531, -3.000, 3.460], [-0.233, 1.719, 4.113], [0.940, 0.599, -3.992], [1.987, -2.060, 0.834], [-0.953, 2.873, -1.422], [0.089, 1.185, 2.879], [-1.956, 2.638, 5.614], [-0.447, 3.288, -0.548], [-2.576, 1.628, -2.822], [1.611, -3.145, 3.307], [-1.792, 3.535, -1.655], [-0.589, -3.491, 4.423], [0.525, 1.875, 4.867], [3.942, -2.111, -3.690], [4.864, -1.142, -2.601], [-0.487, 2.793, -3.568], [0.517, 3.861, -2.607], [1.690, -0.191, -3.965], [-1.842, 1.647, -0.118], [-2.818, 1.053, 1.414], [1.695, 2.426, 0.765], [-0.583, -0.701, -4.729], [2.782, -3.920, 1.546], [1.111, 0.896, 2.667], [-2.432, -1.569, 1.078], [2.641, 1.324, 0.225], [-2.458, -1.111, -1.472], [3.933, -2.565, 1.525], [-3.498, 1.078, -1.446], [1.086, 1.195, -4.892], [3.462, -3.344, 0.022], [-1.178, 0.839, -4.136], [-3.552, 2.024, 3.545], [-0.540, -1.548, -2.694], [-2.862, -0.740, -3.149], [-2.658, -2.750, 3.227]], "atomic_forces_ev_per_a": [[-0.13, 0.38, -1.00], [-0.22, -0.24, 0.00], [0.02, 0.02, 0.00], [0.10, -0.10, 0.15], [-0.32, -0.78, 0.68], [0.04, 0.17, -0.09], [0.22, 0.13, -0.02], [-0.45, -0.15, 0.27], [0.03, -0.03, -0.05], [-0.09, 0.13, 0.32], [1.12, 0.65, 0.17], [0.17, -0.19, -0.12], [0.05, 0.26, 0.02], [-0.07, 0.01, -0.10], [0.01, -0.11, -0.30], [0.05, -0.26, -0.17], [-0.12, 0.06, -0.08], [0.30, 0.13, 0.03], [0.11, 0.05, 0.01], [0.16, -0.20, 0.09], [-0.11, -0.05, 0.08], [-0.82, -0.22, -0.01], [-0.02, -0.01, -0.03], [0.03, -0.04, 0.07], [0.04, 0.00, 0.12], [-0.03, 0.03, -0.05], [-0.11, 0.04, 0.13], [0.02, 0.14, 0.18], [0.41, 0.18, -0.10], [0.20, 0.06, -0.14], [0.10, -0.13, -0.03], [-0.04, 0.07, 0.20], [-0.04, -0.03, 0.03], [0.01, 0.05, 0.02], [-0.01, -0.05, -0.03], [-0.01, 0.02, 0.08], [-0.02, 0.01, 0.00], [0.03, -0.02, -0.04], [-0.02, -0.04, 0.00], [-0.07, 0.04, 0.03], [-0.07, 0.03, 0.03], [-0.06, 0.05, -0.09], [-0.02, -0.01, -0.03], [-0.06, 0.11, -0.06], [0.00, 0.01, 0.01], [-0.15, 0.04, -0.02], [-0.07, -0.03, 0.02], [-0.01, 0.01, 0.02], [0.00, 0.06, 0.01], [0.02, 0.04, -0.01], [-0.05, -0.13, -0.18], [0.00, -0.03, -0.02], [0.00, -0.02, -0.01], [0.01, 0.06, 0.03], [0.01, -0.04, -0.03], [-0.02, 0.02, -0.01], [-0.06, -0.05, -0.02], [0.00, 0.01, -0.04], [0.05, -0.04, 0.08], [-0.03, -0.08, 0.05], [-0.01, 0.01, -0.03]]}

=====

{"formula": "C20H30As3F18MnO15", "method": "wB97M-V/def2-TZVPD", "e_homo_ev": [-8.59, -8.67], "multiplicity": 6, "total_charge": -1, "lumo_energy_ev": [-6.3, -4.8], "de_lowest_kcal_mol": 421.00, "mol_weight_g_mol": 1132.113, "elements": ["As", "As", "As", "Mn", "F", "F", "F", "F", "F", "F", "F", "F", "F", "F", "F", "F", "F", "F", "F", "F", "F", "F", "O", "O", "O", "O", "O", "O", "O", "O", "O", "O", "O", "O", "O", "O", "O", "C", "C", "C", "C", "C", "C", "C", "C", "C", "C", "C", "C", "C", "C", "C", "C", "C", "C", "C", "C", "H", "H", "H", "H", "H", "H", "H", "H", "H", "H", "H", "H", "H", "H", "H", "H", "H", "H", "H", "H", "H", "H", "H", "H", "H", "H", "H", "H", "H", "H"], "positions_angstrom": [[-10.560, 0.097, 13.576], [-14.507, -5.460, 17.779], [-14.250, 1.889, 20.114], [-16.449, -0.757, 15.034], [-14.414, 0.388, 21.164], [-13.006, -4.394, 18.127], [-14.884, 1.103, 18.665], [-8.912, 0.124, 13.185], [-12.273, -0.074, 14.185], [-15.864, 2.568, 20.601], [-10.117, -0.356, 15.250], [-15.071, -5.310, 19.451], [-10.646, -1.655, 13.158], [-15.399, -3.980, 17.268], [-13.854, -5.635, 16.148], [-13.451, -6.902, 18.073], [-11.183, 0.490, 11.933], [-15.791, -6.649, 17.434], [-10.516, 1.846, 13.797], [-13.801, 3.260, 19.103], [-13.532, 2.664, 21.619], [-12.577, 1.201, 19.718], [-16.033, -4.306, 11.023], [-20.176, 5.983, 14.713], [-16.800, -6.173, 10.024], [-19.118, 4.054, 15.419], [-15.658, -4.828, 8.861], [-21.552, -5.683, 13.659], [-21.780, -5.493, 15.779], [-19.117, -1.379, 22.679], [-18.009, 1.089, 10.085], [-19.666, 2.362, 9.149], [-20.544, -3.899, 14.702], [-20.018, -3.146, 21.854], [-19.479, -1.615, 20.365], [-20.347, 5.379, 16.745], [-18.433, 1.105, 7.925], [-20.591, 7.142, 15.317], [-21.060, 6.583, 16.604], [-19.378, 0.897, 5.791], [-22.379, -6.790, 13.995], [-16.118, -5.101, 10.094], [-18.215, -6.887, 8.194], [-22.222, -6.847, 15.491], [-19.490, -2.030, 21.531], [-21.684, 7.594, 14.357], [-21.180, -4.977, 14.750], [-19.168, 1.903, 6.973], [-15.887, -5.741, 7.858], [-20.331, -1.622, 24.749], [-19.840, 5.121, 15.624], [-16.777, -6.810, 8.718], [-19.591, -3.526, 23.121], [-19.266, -2.152, 23.731], [-18.739, 1.479, 9.138], [-23.341, -7.359, 16.453], [-20.328, 2.334, 7.827], [-22.048, 8.562, 14.702], [-18.505, 0.753, 5.154], [-20.619, 3.302, 7.421], [-21.464, 7.901, 13.335], [-18.678, 2.801, 6.595], [-19.841, 7.929, 15.383], [-16.226, -7.750, 8.707], [-23.141, -7.295, 17.522], [-22.469, 6.862, 14.165], [-24.226, -6.723, 16.480], [-20.879, 7.429, 17.267], [-23.514, -8.434, 16.409], [-20.253, 1.170, 5.201], [-16.547, -5.314, 7.103], [-20.311, -4.129, 23.675], [-23.440, -6.823, 13.746], [-18.302, -2.251, 24.231], [-20.192, -2.104, 25.717], [-19.534, -0.149, 6.054], [-21.365, -7.471, 15.745], [-18.623, -5.877, 8.226], [-18.724, -4.167, 22.963], [-15.005, -6.236, 7.452], [-22.110, 6.339, 16.441], [-20.076, -0.580, 24.943], [-18.096, -7.161, 7.146], [-21.297, 1.836, 7.794], [-22.006, -7.795, 13.800], [-18.844, -7.546, 8.791], [-21.380, -1.686, 24.459]], "atomic_forces_ev_per_a": [[-1.15, -1.19, -0.10], [3.55, -0.86, 0.05], [2.64, -0.81, 2.53], [0.89, -0.30, 0.55], [-0.64, 1.82, -1.61], [-2.52, -1.27, -0.17], [-0.32, 0.09, 0.62], [0.55, 0.04, -0.55], [0.50, 0.48, -0.35], [1.82, -0.98, -0.95], [-0.54, 0.79, -1.25], [0.39, -0.03, -1.49], [0.01, 1.70, 0.28], [0.05, -0.99, 0.24], [-1.09, 0.63, 0.22], [-1.06, 1.23, 0.74], [0.50, -0.63, 1.32], [0.34, 1.57, 0.12], [-0.33, -1.20, 0.60], [-0.78, -0.48, 0.81], [-0.92, -0.53, -1.97], [-2.05, 0.86, 0.32], [0.02, -2.08, -1.74], [2.35, -1.17, -2.54], [-1.50, -3.86, 0.47], [-3.41, 4.98, 0.59], [2.32, 2.58, -0.25], [0.16, -0.59, -1.78], [-0.36, -0.29, 2.44], [0.71, 2.92, -4.53], [-3.18, 1.31, -2.15], [-3.55, 1.78, -0.38], [-1.83, -3.95, 0.18], [-1.80, -3.00, -0.57], [0.44, -0.50, 3.55], [-0.83, 1.20, 4.01], [0.73, 0.09, -1.84], [-1.67, 1.10, -2.69], [-1.68, 1.92, 0.14], [-0.51, 0.28, -0.01], [-0.24, -1.54, 1.85], [0.52, 4.06, 0.77], [1.19, 0.27, 0.28], [0.15, -0.16, 2.47], [-0.02, 3.57, -3.69], [-0.85, 1.82, 0.01], [0.74, 3.90, -1.19], [-0.34, -3.22, -1.27], [-2.41, -2.33, 1.51], [1.14, 0.18, -0.14], [5.51, -8.03, -3.02], [0.25, 1.46, -1.14], [0.57, -0.62, 1.13], [-0.83, -2.89, 4.30], [5.63, -2.17, 3.63], [0.13, 1.09, 0.31], [-0.17, 1.16, -0.47], [-0.81, -0.15, 0.47], [0.11, 0.90, -0.07], [0.27, 0.63, 1.03], [1.36, -0.40, 0.00], [0.72, -0.21, 0.42], [0.49, -0.32, 0.09], [-0.36, -0.10, 0.66], [1.28, 0.37, 0.00], [-0.12, -0.06, 0.82], [-0.43, -0.37, -0.97], [-0.16, -1.07, 1.30], [-0.34, 0.12, -0.94], [0.18, 0.22, -0.29], [0.38, 0.14, -0.23], [-0.37, 0.33, -0.27], [0.10, 1.15, -0.70], [-0.02, 0.23, 0.38], [-0.08, -0.33, -0.09], [-0.37, 0.22, 1.00], [0.25, 0.02, -0.15], [-0.12, 0.00, 0.01], [0.30, 0.12, 0.29], [0.14, 0.46, 0.07], [-0.15, 0.05, 0.77], [-0.18, 0.15, -0.15], [-0.54, -0.38, 0.00], [0.50, -1.04, 0.54], [0.51, 0.38, -1.54], [0.06, -0.13, -0.32], [0.15, -0.14, -0.33]]}